(1)
86
Properties=species:S:1:pos:R:3:mulliken_charge:R:1 method="wB97M-V/def2-TZVPD" max_force_ev_per_a=0.6 lumo_ev=-5.515 total_energy_ha=-2391.2651 gap_ev=8.01 relative_energy_kj_mol=0.00 total_charge=+2 e_homo_ev=-13.527
Pt 0.64 0.11 -0.12 2.492
I 3.12 -0.60 -0.11 -0.064
C 3.79 -0.01 1.79 0.537
C 5.04 0.55 1.79 -0.675
C 5.65 0.91 3.00 -0.882
C 4.98 0.67 4.16 -0.879
C 3.69 0.09 4.17 0.793
C 3.07 -0.16 5.42 -0.785
C 1.85 -0.74 5.49 -1.393
C 1.17 -1.04 4.30 0.065
C 1.70 -0.80 3.05 0.787
P 0.57 -1.29 1.68 -0.194
C 0.85 -3.04 1.36 0.921
C 1.74 -3.79 2.11 -1.007
C 1.92 -5.14 1.82 -0.765
C 1.21 -5.73 0.78 -0.684
C 0.32 -4.97 0.02 -0.925
C 0.14 -3.63 0.31 -0.145
C -1.08 -1.15 2.44 0.137
C -1.50 0.13 2.83 -0.256
C -2.77 0.30 3.35 -0.614
C -3.63 -0.79 3.49 -0.632
C -3.20 -2.05 3.11 -0.875
C -1.93 -2.24 2.58 -0.211
C 3.02 -0.25 2.95 -0.248
H 5.56 0.71 0.86 0.482
H 6.63 1.35 3.00 0.419
H 5.43 0.92 5.11 0.425
H 3.61 0.11 6.32 0.440
H 1.38 -0.95 6.44 0.466
H 0.19 -1.48 4.39 0.715
H 2.29 -3.34 2.93 0.441
H 2.61 -5.73 2.40 0.460
H 1.35 -6.77 0.55 0.425
H -0.24 -5.43 -0.78 0.486
H -0.56 -3.04 -0.27 0.461
H -0.83 0.97 2.73 0.392
H -3.09 1.29 3.67 0.495
H -4.61 -0.65 3.91 0.437
H -3.86 -2.90 3.23 0.491
H -1.60 -3.23 2.30 0.497
C -1.93 4.71 -2.25 -0.744
C -2.00 3.94 -0.95 -0.678
N -1.15 2.77 -1.07 0.230
C 0.06 2.79 -1.67 0.631
N 0.84 1.71 -1.57 -0.098
C 2.10 1.69 -2.34 -0.888
C 2.17 2.72 -3.44 -0.805
C 1.76 4.05 -2.87 -0.777
N 0.41 3.91 -2.32 0.091
C -0.48 5.06 -2.52 -0.683
H -2.52 5.63 -2.19 0.400
H -2.34 4.10 -3.05 0.285
H -3.01 3.60 -0.73 0.386
H -1.68 4.58 -0.11 0.340
H -1.37 1.94 -0.56 -0.099
H 2.21 0.70 -2.78 0.451
H 2.94 1.83 -1.66 0.362
H 1.49 2.46 -4.26 0.265
H 3.18 2.75 -3.85 0.431
H 1.73 4.83 -3.63 0.440
H 2.45 4.37 -2.08 0.260
H -0.36 5.39 -3.55 0.429
H -0.16 5.88 -1.87 0.323
C -0.09 -0.74 -3.90 -1.542
C -0.62 -1.55 -2.73 -0.487
N -1.98 -1.19 -2.32 0.557
C -3.05 -1.58 -3.26 -0.955
C -3.54 -0.45 -4.15 -0.946
C -2.28 -0.60 -1.17 1.329
C -3.74 -0.49 -0.78 -1.922
N -1.42 -0.14 -0.28 -0.941
H 0.91 -1.10 -4.16 0.442
H -0.02 0.32 -3.65 0.302
H -0.71 -0.86 -4.78 0.396
H 0.03 -1.47 -1.86 -0.082
H -0.65 -2.60 -3.01 0.514
H -3.88 -2.02 -2.71 0.509
H -2.64 -2.38 -3.87 0.429
H -3.88 0.41 -3.56 0.218
H -4.38 -0.79 -4.76 0.409
H -2.76 -0.10 -4.82 0.276
H -4.18 -1.48 -0.68 0.393
H -4.31 0.06 -1.52 0.390
H -3.84 0.02 0.18 0.435
H -1.90 0.12 0.57 -0.300



(2)
91
Properties=species:S:1:pos:R:3:mulliken_charge:R:1 method="wB97M-V/def2-TZVPD" max_force_ev_per_a=4.8 lumo_ev=-1.629 total_energy_ha=-3342.5259 gap_ev=7.08 smiles="C[C@@H](C[Si@](CCCI)(CCCNCc1ccccc1O)P(O)(O)=S)OCc1ccccc1.O=C1C=CC(=O)C=C1.O=C1C=CC(=O)C=C1" total_charge=0 e_homo_ev=-8.713
C -0.03 -3.19 0.87 -0.654
C -0.24 -1.60 0.55 0.134
C -0.13 -1.29 -1.02 0.104
Si -1.81 -1.13 -1.93 -0.931
C -1.65 -1.05 -3.86 -0.442
C -0.15 -1.28 -4.40 -0.667
C 0.85 -0.05 -4.15 -0.095
I 2.74 -0.84 -3.39 -0.025
C -2.83 0.44 -1.44 -0.138
C -2.07 1.82 -1.86 -0.503
C -1.27 2.29 -0.51 0.510
N -0.25 3.35 -0.76 -0.393
C 1.11 2.79 -0.98 0.393
C 1.94 2.50 0.36 0.531
C 1.50 1.61 1.54 0.285
C 2.39 1.33 2.81 -0.671
C 3.80 1.95 2.91 -0.509
C 4.26 2.88 1.74 -0.396
C 3.37 3.15 0.48 -0.320
O 3.94 4.00 -0.52 -0.255
P -2.96 -3.01 -1.49 0.824
O -3.15 -3.31 0.18 -0.372
O -2.24 -4.36 -2.28 -0.606
S -4.78 -2.86 -2.23 -0.457
O -1.40 -1.04 1.21 0.120
C -1.26 -1.03 2.65 0.102
C -2.65 -0.45 3.23 0.396
C -3.43 -1.05 4.42 -0.658
C -4.79 -0.37 4.81 -0.380
C -5.39 0.86 4.09 -0.437
C -4.58 1.49 2.92 -0.465
C -3.23 0.81 2.54 0.063
H -0.91 -3.63 1.47 -0.264
H 0.10 -3.79 -0.09 0.253
H 0.91 -3.37 1.52 0.361
H 0.68 -1.09 1.04 0.068
H 0.46 -2.17 -1.48 0.654
H 0.54 -0.36 -1.15 -0.255
H -2.09 -0.05 -4.21 0.387
H -2.31 -1.89 -4.28 0.469
H 0.31 -2.27 -4.03 0.272
H -0.23 -1.40 -5.55 0.363
H 0.99 0.56 -5.12 0.532
H 0.47 0.70 -3.37 -0.419
H -2.97 0.40 -0.29 -0.344
H -3.87 0.36 -1.90 0.648
H -2.91 2.57 -2.08 0.291
H -1.37 1.69 -2.76 0.305
H -0.86 1.33 -0.06 -0.833
H -2.09 2.78 0.15 0.104
H -0.51 3.91 -1.58 0.362
H 1.70 3.61 -1.56 0.427
H 1.09 1.87 -1.66 -0.515
H 0.48 1.10 1.53 -0.184
H 2.02 0.64 3.64 0.280
H 4.44 1.71 3.82 0.319
H 5.32 3.31 1.84 0.327
H 3.78 4.93 -0.20 0.305
H -4.09 -3.08 0.39 0.277
H -1.29 -4.19 -2.43 0.377
H -1.07 -2.06 3.11 0.230
H -0.44 -0.31 3.01 -0.064
H -3.02 -1.96 4.98 0.343
H -5.40 -0.80 5.68 0.283
H -6.39 1.34 4.34 0.313
H -4.90 2.40 2.31 0.323
H -2.64 1.27 1.69 -0.071
C 5.02 8.11 -3.26 -0.402
C 6.31 8.14 -3.58 -0.368
C 7.15 6.93 -3.54 0.355
O 8.33 6.96 -3.83 -0.548
C 6.50 5.66 -3.13 -0.415
C 5.20 5.63 -2.81 -0.189
C 4.37 6.85 -2.85 0.410
O 3.19 6.81 -2.56 -0.550
H 4.39 8.99 -3.28 0.411
H 6.81 9.06 -3.88 0.409
H 7.12 4.78 -3.11 0.428
H 4.71 4.71 -2.51 0.451
C -1.13 -8.72 3.55 -0.450
C -0.72 -7.57 4.09 -0.348
C -1.11 -6.27 3.51 0.419
O -0.73 -5.22 4.00 -0.538
C -1.97 -6.29 2.31 -0.132
C -2.38 -7.44 1.77 -0.388
C -1.99 -8.74 2.35 0.318
O -2.37 -9.79 1.85 -0.546
H -0.85 -9.68 3.95 0.402
H -0.09 -7.54 4.97 0.419
H -2.25 -5.32 1.90 0.384
H -3.02 -7.47 0.89 0.458



(3)
98
Properties=species:S:1:pos:R:3:mulliken_charge:R:1 method="wB97M-V/def2-TZVPD" max_force_ev_per_a=0.4 lumo_ev=-2.906 total_energy_ha=-7490.5618 gap_ev=5.40 relative_energy_kj_mol=285.17 total_charge=+1 e_homo_ev=-8.306
Pt -0.93 -0.70 -0.06 1.879
C 4.23 1.25 -0.20 -0.896
N 3.01 0.61 -0.66 0.330
C 2.86 0.00 -1.87 -0.356
C 1.57 -0.45 -1.92 -0.763
N 0.96 -0.14 -0.75 -0.014
C 1.84 0.52 0.01 -0.029
P 1.53 1.46 1.53 -0.410
C -0.12 2.06 1.03 0.047
N -1.09 1.37 0.44 0.162
C -2.10 2.25 0.15 -0.356
C -1.73 3.49 0.59 -0.892
N -0.49 3.36 1.14 0.259
C 0.29 4.44 1.73 -0.810
C 1.06 0.23 2.76 -0.301
N 0.20 -0.76 2.58 0.596
C 0.15 -1.44 3.76 -0.807
C 1.00 -0.86 4.66 -0.708
N 1.58 0.20 4.02 0.226
C 2.56 1.10 4.59 -0.817
H 5.00 1.09 -0.94 0.341
H 4.55 0.81 0.74 0.327
H 4.07 2.32 -0.07 0.343
H 3.66 -0.09 -2.57 0.510
H 1.08 -0.98 -2.71 0.364
H -2.99 1.96 -0.36 0.413
H -2.24 4.44 0.55 0.445
H -0.26 5.36 1.61 0.337
H 1.25 4.53 1.23 0.325
H 0.44 4.26 2.80 0.294
H -0.44 -2.34 3.86 0.721
H 1.25 -1.11 5.67 0.467
H 2.75 0.79 5.62 0.322
H 2.20 2.13 4.60 0.285
H 3.50 1.05 4.04 0.316
C -7.64 2.58 -1.51 -1.607
C -6.56 1.68 -0.97 0.697
C -5.73 0.97 -1.82 -0.795
C -4.72 0.14 -1.35 0.543
C -3.90 -0.62 -2.35 -1.203
C -4.55 0.03 0.04 -0.027
Te -3.16 -1.31 0.89 0.780
C -5.37 0.74 0.93 0.616
C -5.26 0.72 2.43 -1.874
C -6.37 1.55 0.39 -0.682
H -7.81 2.39 -2.57 0.371
H -7.36 3.62 -1.39 0.314
H -8.58 2.43 -0.98 0.394
H -5.87 1.05 -2.90 0.408
H -3.80 -0.04 -3.27 0.650
H -4.39 -1.56 -2.61 0.363
H -2.90 -0.85 -1.99 -0.339
H -4.54 0.01 2.83 0.221
H -6.22 0.49 2.88 0.452
H -4.97 1.71 2.79 0.343
H -7.01 2.10 1.08 0.488
C -5.66 -4.24 0.49 -0.644
O -4.32 -4.70 0.60 -0.379
C -3.32 -3.94 0.14 -0.150
O -3.71 -2.72 -0.38 -0.302
C -2.03 -4.27 0.24 0.505
C -1.45 -5.43 0.86 -0.981
As -0.73 -6.56 -0.50 -0.015
C 0.16 -8.03 0.44 -1.173
C 0.87 -5.39 -0.70 0.563
C 0.86 -4.05 -0.65 -0.312
As -0.82 -3.05 -0.71 1.322
C -1.20 -3.21 -2.60 -1.079
C 2.12 -3.26 -0.79 -0.051
O 2.66 -3.07 -1.85 -0.610
O 2.63 -2.69 0.32 -0.330
C 2.14 -3.14 1.60 -0.371
C 2.16 -6.11 -0.93 -0.189
O 2.27 -7.02 -1.71 -0.568
O 3.16 -5.65 -0.17 -0.081
C 4.44 -6.26 -0.41 -0.857
C -0.94 -5.18 2.14 0.833
O -1.10 -4.13 2.79 -0.648
O -0.18 -6.19 2.68 -0.225
C 0.35 -5.94 3.97 -0.728
H -6.27 -5.03 0.90 0.302
H -5.93 -4.06 -0.55 0.268
H -5.81 -3.32 1.06 0.203
H -0.59 -8.49 1.08 0.431
H 0.98 -7.68 1.07 0.296
H 0.52 -8.74 -0.30 0.363
H -1.35 -4.27 -2.81 0.445
H -0.35 -2.85 -3.17 0.365
H -2.10 -2.65 -2.84 0.245
H 2.68 -2.53 2.33 0.481
H 2.38 -4.19 1.74 0.247
H 1.07 -2.98 1.71 -0.077
H 5.12 -5.81 0.30 0.256
H 4.76 -6.06 -1.43 0.329
H 4.38 -7.34 -0.25 0.284
H 0.96 -6.80 4.22 0.242
H -0.45 -5.83 4.71 0.284
H 0.95 -5.03 3.99 0.242



(4)
90
Properties=species:S:1:pos:R:3:mulliken_charge:R:1 method="wB97M-V/def2-TZVPD" max_force_ev_per_a=0.5 lumo_ev=-2.517 total_energy_ha=-3054.9252 gap_ev=8.35 total_charge=+1 e_homo_ev=-10.872
C -0.65 0.53 -1.31 -2.189
C -0.01 -0.85 -1.53 3.247
C 1.44 -0.73 -2.04 -1.771
C -0.90 -1.66 -2.51 -0.726
S -1.13 -3.42 -2.18 0.233
C 0.47 -4.13 -2.54 -1.032
C -1.37 -3.58 -0.39 0.028
C -0.13 -3.54 0.52 -0.531
C -0.46 -2.76 1.80 -0.469
C 0.72 -2.69 2.78 -1.371
C 1.76 -1.63 2.42 0.896
F 1.50 -1.04 1.21 -0.139
F 2.98 -2.22 2.28 -0.197
C 2.04 -0.49 3.44 0.417
F 3.00 0.28 2.95 -0.276
F 2.48 -1.06 4.56 -0.273
S 0.60 0.65 3.93 1.340
F -0.36 0.00 2.82 -0.221
F 1.02 1.74 2.86 -0.303
F 1.52 1.31 5.03 -0.331
F 0.09 -0.46 4.96 -0.321
F -0.60 1.57 4.38 -0.306
H -0.83 1.03 -2.27 0.361
H -1.58 0.45 -0.75 0.302
H 0.05 1.14 -0.73 0.564
H 0.00 -1.34 -0.56 -1.645
H 2.03 -1.62 -1.81 0.385
H 1.93 0.12 -1.56 0.397
H 1.46 -0.58 -3.12 0.429
H -0.47 -1.63 -3.51 0.519
H -1.92 -1.26 -2.53 0.478
H 0.42 -5.20 -2.33 0.428
H 1.27 -3.65 -1.98 0.282
H 0.61 -3.98 -3.61 0.451
H -1.92 -4.52 -0.29 0.657
H -2.07 -2.78 -0.13 -0.405
H 0.69 -3.02 0.02 0.117
H 0.20 -4.55 0.78 0.597
H -1.32 -3.22 2.30 0.639
H -0.77 -1.75 1.51 -0.046
H 1.24 -3.65 2.78 0.559
H 0.36 -2.54 3.80 0.328
C -3.99 0.66 1.42 -0.174
C -4.55 -0.28 0.56 -0.043
C -5.81 -0.08 0.02 -0.642
C -6.52 1.07 0.34 -0.467
C -5.97 2.01 1.20 -0.459
C -4.71 1.81 1.74 -0.641
H -3.01 0.50 1.84 0.524
H -3.99 -1.18 0.31 0.231
H -6.24 -0.81 -0.64 0.401
H -7.51 1.23 -0.07 0.401
H -6.52 2.91 1.45 0.388
H -4.28 2.54 2.41 0.432
C -0.29 5.21 1.73 -0.426
C -0.37 6.36 0.96 -0.467
C -1.04 6.34 -0.25 -0.414
C -1.64 5.16 -0.69 -0.595
C -1.56 4.01 0.08 -0.378
C -0.88 4.04 1.29 -0.189
H 0.23 5.23 2.68 0.409
H 0.09 7.28 1.31 0.366
H -1.10 7.23 -0.86 0.373
H -2.17 5.15 -1.64 0.487
H -2.03 3.10 -0.26 0.405
H -0.82 3.14 1.89 0.408
C 7.22 -1.94 2.01 -0.469
C 8.55 -2.27 1.79 -0.357
C 9.00 -3.55 2.07 -0.469
C 8.12 -4.50 2.57 -0.316
C 6.79 -4.17 2.80 -0.548
C 6.34 -2.89 2.51 -0.065
H 6.86 -0.94 1.79 0.368
H 9.23 -1.53 1.40 0.364
H 10.04 -3.81 1.90 0.362
H 8.48 -5.50 2.80 0.364
H 6.11 -4.91 3.19 0.356
H 5.31 -2.63 2.70 0.381
C -2.62 4.09 -5.52 -0.445
C -1.45 3.40 -5.78 -0.423
C -1.39 2.03 -5.57 -0.399
C -2.51 1.36 -5.10 -0.197
C -3.68 2.05 -4.84 -0.492
C -3.74 3.42 -5.05 -0.443
H -2.67 5.16 -5.69 0.401
H -0.58 3.93 -6.16 0.391
H -0.47 1.49 -5.77 0.376
H -2.46 0.29 -4.94 0.425
H -4.55 1.52 -4.48 0.400
H -4.65 3.96 -4.85 0.399



(5)
86
Properties=species:S:1:pos:R:3:mulliken_charge:R:1 method="wB97M-V/def2-TZVPD" max_force_ev_per_a=0.4 lumo_ev="-3.777 / -6.414" total_energy_ha=-3679.9893 gap_ev="6.31 / 4.20" multiplicity=6 relative_energy_kj_mol=0.00 s2=8.85 total_charge=+1 e_homo_ev="-10.082 / -10.614"
Fe -0.19 1.89 0.21 0.553
C -3.00 -4.64 2.24 -1.669
C -1.55 -4.15 2.36 2.149
C -0.69 -4.95 1.37 -2.126
C -1.03 -4.42 3.78 -1.676
C -1.51 -2.65 2.07 -1.171
C -0.79 -2.12 1.03 -0.356
C -0.81 -0.73 0.84 0.933
N -0.15 0.00 -0.11 -0.376
C 0.66 -0.37 -1.15 0.343
C 0.81 -1.64 -1.73 -0.252
C 1.72 -1.81 -2.74 -0.935
C 2.47 -0.69 -3.17 0.270
C 2.31 0.59 -2.68 -1.165
C 1.35 0.75 -1.67 1.310
O 1.02 1.93 -1.13 -1.395
C 3.13 1.78 -3.18 2.139
C 4.14 1.36 -4.25 -2.195
C 2.21 2.85 -3.80 -1.516
C 3.91 2.38 -2.00 -1.482
C 1.95 -3.16 -3.42 2.004
C 1.04 -4.25 -2.86 -2.124
C 3.41 -3.58 -3.21 -1.645
C 1.67 -3.02 -4.93 -1.666
C -1.53 0.12 1.71 0.899
O -1.41 1.44 1.47 -1.443
C -2.28 -0.40 2.78 -0.929
C -2.25 -1.78 2.91 0.144
C -3.04 0.51 3.74 2.211
C -2.04 1.42 4.47 -1.435
C -3.81 -0.30 4.79 -2.202
C -4.06 1.36 2.96 -1.563
H -3.05 -5.72 2.40 0.463
H -3.40 -4.43 1.25 0.381
H -3.65 -4.17 2.98 0.336
H -0.75 -6.01 1.62 0.484
H 0.36 -4.65 1.42 0.416
H -1.04 -4.83 0.35 0.442
H -1.06 -5.49 3.98 0.458
H -1.64 -3.92 4.53 0.331
H 0.00 -4.07 3.89 0.376
H -0.19 -2.75 0.40 0.713
H 0.20 -2.46 -1.40 0.890
H 3.20 -0.85 -3.95 0.503
H 3.65 0.94 -5.13 0.424
H 4.86 0.63 -3.87 0.410
H 4.70 2.24 -4.58 0.443
H 1.63 2.43 -4.62 0.346
H 2.81 3.67 -4.19 0.470
H 1.52 3.25 -3.06 0.157
H 4.58 1.64 -1.57 0.335
H 3.24 2.73 -1.22 0.210
H 4.51 3.23 -2.34 0.441
H 1.24 -4.43 -1.80 0.416
H 1.22 -5.18 -3.39 0.486
H -0.01 -4.00 -2.99 0.409
H 3.64 -3.66 -2.14 0.369
H 4.11 -2.88 -3.65 0.325
H 3.58 -4.56 -3.67 0.465
H 0.65 -2.70 -5.10 0.378
H 1.82 -3.98 -5.42 0.456
H 2.34 -2.30 -5.40 0.330
H -2.80 -2.22 3.72 0.531
H -1.32 0.82 5.04 0.315
H -2.57 2.07 5.17 0.452
H -1.49 2.04 3.77 0.210
H -3.14 -0.87 5.43 0.396
H -4.53 -0.98 4.33 0.436
H -4.36 0.39 5.43 0.445
H -3.57 2.01 2.24 0.215
H -4.62 1.98 3.66 0.455
H -4.77 0.72 2.43 0.351
S 1.69 2.45 2.20 -0.096
C 0.93 3.86 1.72 0.230
N -0.01 3.86 0.77 0.644
C -0.50 5.09 0.51 -0.269
C -1.49 5.40 -0.44 -0.596
C -1.87 6.71 -0.57 -0.712
C -1.28 7.72 0.22 -0.469
C -0.31 7.44 1.15 -0.616
C 0.09 6.11 1.30 1.290
S 1.26 5.44 2.36 -0.161
H -1.94 4.62 -1.04 0.412
H -2.63 6.98 -1.29 0.418
H -1.61 8.75 0.09 0.405
H 0.14 8.22 1.76 0.419